Here is one molecule with the formula C25H28N4O3 from the OMol25 dataset. Energies are from wB97M-V/def2-TZVPD.

```
60
Properties=species:S:1:pos:R:3
C 3.5332 -2.3020 -4.9130
C 3.1852 -3.4274 -3.9877
C 4.0554 -4.4881 -3.7795
C 3.7261 -5.5230 -2.9211
C 2.5111 -5.5143 -2.2592
C 1.6317 -4.4641 -2.4563
C 1.9665 -3.4200 -3.3066
C 0.9709 -2.3241 -3.5552
O 0.1169 -2.4218 -4.4200
N 1.1012 -1.2276 -2.7792
C 1.9980 -1.0981 -1.6559
H 2.7363 -1.9005 -1.6735
C 1.1975 -1.1455 -0.3551
H 1.8522 -1.0235 0.5074
H 0.7009 -2.1136 -0.2714
C 0.1234 -0.0501 -0.3330
N 0.7092 1.2583 -0.1414
C 0.6049 2.0546 0.9498
C 1.2731 3.2297 0.6645
C 1.7633 3.0406 -0.6297
N 1.4210 1.8561 -1.0949
H 2.3467 3.7095 -1.2302
H 1.3890 4.0824 1.3006
N -0.0834 1.7076 2.1149
C 0.2073 0.6337 2.8964
O 1.0166 -0.2170 2.6012
C -0.5838 0.5953 4.1979
C -2.0614 0.9544 4.0568
O -2.1663 2.3509 3.8485
C -3.4099 2.9199 3.7626
C -3.4263 4.3023 3.5815
C -4.6264 4.9752 3.4846
C -5.8242 4.2820 3.5649
C -5.8069 2.9116 3.7412
C -4.6080 2.2231 3.8398
H -4.6243 1.1533 3.9760
H -6.7342 2.3618 3.8041
H -6.7630 4.8085 3.4902
H -4.6274 6.0459 3.3465
H -2.4857 4.8280 3.5245
H -2.5899 0.6756 4.9778
H -2.5099 0.4092 3.2145
H -0.4886 -0.4093 4.6103
H -0.1176 1.2966 4.8946
H -0.6815 2.4205 2.5170
C -0.7226 -0.1013 -1.6131
C 0.1448 -0.1475 -2.8719
H -0.4739 -0.3264 -3.7532
H 0.6883 0.7952 -2.9779
H -1.3826 0.7666 -1.6578
H -1.3395 -1.0010 -1.5728
H -0.5304 -0.2166 0.5295
H 2.5069 -0.1316 -1.7336
H 0.6759 -4.4529 -1.9522
H 2.2469 -6.3231 -1.5943
H 4.4172 -6.3400 -2.7738
H 5.0025 -4.5050 -4.3001
H 2.7082 -2.1104 -5.5968
H 3.7147 -1.3872 -4.3480
H 4.4246 -2.5358 -5.4899
```

Summary:
E_LUMO ... 0.5 eV
Structure (SMILES) ... Cc1ccccc1C(=O)N1CCC(n2nccc2NC(=O)CCOc2ccccc2)CC1
Energy relative to the best compared isomer or geometry (same formula, charge and spin) ... 10.3 kcal per mole
Gap between HOMO and LUMO ... 0.339 Eh
Spin multiplicity ... 1
Total charge ... 0

Quick look at the natural (NBO) charges, all values in e: atom 1 (C): -0.66, atom 2 (C): 0.09, atom 3 (C): -0.24, atom 4 (C): -0.20, atom 5 (C): -0.22, atom 6 (C): -0.18, atom 7 (C): -0.16, atom 8 (C): 0.68, atom 9 (O): -0.63, atom 10 (N): -0.44, atom 11 (C): -0.24, atom 12 (H): 0.23, atom 13 (C): -0.41, atom 14 (H): 0.25, atom 15 (H): 0.21, atom 16 (C): -0.04, atom 17 (N): -0.16, atom 18 (C): 0.30, atom 19 (C): -0.35, atom 20 (C): -0.04, atom 21 (N): -0.29, atom 22 (H): 0.21, atom 23 (H): 0.23, atom 24 (N): -0.65, atom 25 (C): 0.69, atom 26 (O): -0.61, atom 27 (C): -0.52, atom 28 (C): -0.07, atom 29 (O): -0.55, atom 30 (C): 0.38, atom 31 (C): -0.28, atom 32 (C): -0.18, atom 33 (C): -0.24, atom 34 (C): -0.18, atom 35 (C): -0.33, atom 36 (H): 0.22, atom 37 (H): 0.22, atom 38 (H): 0.22, atom 39 (H): 0.22, atom 40 (H): 0.22, atom 41 (H): 0.19, atom 42 (H): 0.18, atom 43 (H): 0.25, atom 44 (H): 0.24, atom 45 (H): 0.43, atom 46 (C): -0.40, atom 47 (C): -0.25, atom 48 (H): 0.24, atom 49 (H): 0.23, atom 50 (H): 0.22, atom 51 (H): 0.21, atom 52 (H): 0.22, atom 53 (H): 0.22, atom 54 (H): 0.21, atom 55 (H): 0.21, atom 56 (H): 0.21, atom 57 (H): 0.21, atom 58 (H): 0.23, atom 59 (H): 0.22, atom 60 (H): 0.22

***

Here is one molecule with the formula C4H6N4 in a non-equilibrium geometry from the OMol25 dataset. Energies are from wB97M-V/def2-TZVPD.

```
14
Properties=species:S:1:pos:R:3
C -1.8231 1.1338 0.3008
C -1.5665 -0.3841 -0.1540
C 0.8517 0.3489 -0.0941
C 2.0391 -0.4618 -0.0438
H -2.9944 1.2472 0.0555
H -1.6506 2.0845 -0.4454
H -1.7386 1.4034 1.4226
H -3.2381 -1.1149 -0.0013
H 0.0896 -1.5878 0.3498
H 1.7665 1.8175 -0.3611
N -2.3206 -1.3457 -0.2698
N -0.1941 -0.6446 0.2594
N 0.8012 1.6037 -0.2676
N 3.2504 -0.7091 0.1247
```

Summary:
E_LUMO ... -0.2 eV
Structure (SMILES) ... [H]/N=C(\C)N/C(C#N)=N/[H]
Energy relative to the best compared isomer or geometry (same formula, charge and spin) ... 90.9 kcal per mole
Gap between HOMO and LUMO ... 0.362 Eh
Spin multiplicity ... 1
Total charge ... 0

Quick look at the natural (NBO) charges, all values in e: atom 1 (C): -0.76, atom 2 (C): 0.47, atom 3 (C): 0.32, atom 4 (C): 0.17, atom 5 (H): 0.21, atom 6 (H): 0.28, atom 7 (H): 0.26, atom 8 (H): 0.36, atom 9 (H): 0.41, atom 10 (H): 0.36, atom 11 (N): -0.65, atom 12 (N): -0.63, atom 13 (N): -0.58, atom 14 (N): -0.23

***

Here is C8H17FeP2 as an isolated structure in a non-equilibrium geometry from the OMol25 dataset. Energies are from wB97M-V/def2-TZVPD.

```
28
Properties=species:S:1:pos:R:3
C 0.4217 0.0879 -2.1308
C -0.8441 -0.5956 -2.0345
C -0.6336 -1.8131 -1.2736
C 0.7592 -1.8881 -0.9302
C 1.3949 -0.7049 -1.4246
Fe -0.2525 -0.0058 0.0633
P -0.5805 2.2290 0.2025
H 0.6221 0.9847 -2.7170
H -1.7644 -0.3076 -2.5336
H -1.3739 -2.5920 -1.1057
H 2.4566 -0.5296 -1.4316
H 1.2546 -2.7339 -0.4522
H -1.5636 2.6059 1.1146
H -1.0509 2.9753 -0.9310
H 0.5156 3.0362 0.6220
C -1.5422 -1.0478 3.4733
P -0.3885 -0.1726 2.3677
C -0.0374 1.3182 3.4168
C 1.1321 -1.1662 2.4409
H -2.5363 -0.5796 3.5239
H -1.1330 -1.0446 4.5050
H -1.7050 -2.0718 3.1128
H 0.1430 1.0431 4.4651
H 0.8392 1.8891 3.0946
H -0.9355 1.9559 3.3624
H 1.4205 -1.3529 3.4790
H 0.9094 -2.1005 1.8983
H 1.9900 -0.6858 1.9574
```

Summary:
E_LUMO (alpha / beta) ... 3.6 / 3.5 eV
Gap between HOMO and LUMO (alpha / beta) ... 0.098 / 0.267 Eh
⟨S²⟩ ... 6.04
Spin multiplicity ... 5
Total charge ... -1

Quick look at the natural (NBO) charges, all values in e: atom 1 (C): -0.37, atom 2 (C): -0.40, atom 3 (C): -0.39, atom 4 (C): -0.36, atom 5 (C): -0.39, atom 6 (Fe): 0.50, atom 7 (P): -0.01, atom 8 (H): 0.22, atom 9 (H): 0.22, atom 10 (H): 0.22, atom 11 (H): 0.22, atom 12 (H): 0.22, atom 13 (H): -0.03, atom 14 (H): -0.02, atom 15 (H): -0.02, atom 16 (C): -1.07, atom 17 (P): 0.78, atom 18 (C): -1.35, atom 19 (C): -0.98, atom 20 (H): 0.24, atom 21 (H): 0.22, atom 22 (H): 0.22, atom 23 (H): 0.22, atom 24 (H): 0.22, atom 25 (H): 0.21, atom 26 (H): 0.22, atom 27 (H): 0.23, atom 28 (H): 0.24